Molecular formula: C27H40BMnN6S5
Method: DFT, wB97M-V/def2-TZVPD

Values from the calculation:
* electronic energy: -123758.45720 eV
* Kohn-Sham gap (spin up / spin down): 6.20 / 5.83 eV

Structure (ORCA input):
```
! wB97M-V def2-TZVPD RIJCOSX def2/J DEFGRID3
* xyz 1 2
Mn 0.078 0.424 0.030
S -0.138 2.702 -0.500
S 2.508 7.617 0.442
S 0.401 2.927 2.889
S 1.101 5.252 -0.595
S 1.680 5.455 2.274
N -0.442 -0.125 2.772
N -1.021 0.360 1.650
N 1.909 0.533 0.812
N 0.291 -1.598 0.304
N 0.757 -1.935 1.543
N 2.002 0.140 2.106
C 4.161 2.738 -1.038
C 0.352 -1.808 -2.698
C -2.441 0.588 3.337
C 4.584 0.290 -1.307
C -4.574 0.626 1.173
C -3.227 1.336 0.968
C -0.932 -0.432 5.202
C 0.917 -3.267 1.628
C 2.378 1.231 -1.972
C -1.279 0.008 3.814
C -2.783 1.129 -0.503
C 3.623 0.147 4.012
C 3.084 1.059 0.468
C 0.863 3.992 1.798
C 3.924 1.068 1.594
C 1.421 -3.954 2.859
C 0.612 3.889 0.323
C -0.408 -2.783 -1.792
C -3.404 2.836 1.257
C -2.239 0.776 1.963
C -0.290 -4.202 -2.342
C 3.209 0.465 2.607
C 0.550 -3.809 0.413
C 3.521 1.348 -0.955
C 0.148 -2.731 -0.384
C 1.809 6.203 0.704
C -1.891 -2.385 -1.760
B 0.926 -0.840 2.643
H 1.264 -1.312 3.693
H -2.017 -1.383 -1.360
H -1.738 -0.166 5.882
H -3.320 0.835 3.917
H 3.690 -0.932 4.168
H 2.755 0.880 -2.935
H 1.433 -1.958 -2.632
H -2.458 3.372 1.124
H -1.876 0.528 -0.599
H -0.014 0.045 5.551
H -3.741 2.995 2.285
H 3.468 3.515 -0.705
H 0.046 -1.938 -3.740
H 4.599 0.583 4.213
H -3.539 0.589 -1.072
H 1.877 2.182 -2.141
H -2.598 2.077 -1.010
H -2.466 -3.072 -1.133
H 5.060 2.796 -0.419
H -4.469 -0.454 1.036
H -0.782 -1.512 5.250
H 0.749 -4.543 -2.351
H 4.938 1.441 1.657
H -4.148 3.268 0.580
H 0.128 -0.773 -2.428
H -0.882 -4.904 -1.748
H 0.555 -4.856 0.152
H 1.511 -5.022 2.671
H 5.423 0.332 -0.612
H -0.668 -4.230 -3.367
H 4.965 0.469 -2.317
H 2.908 0.542 4.738
H 2.400 -3.571 3.153
H 4.159 -0.717 -1.269
H 4.445 2.959 -2.070
H -4.974 0.808 2.173
H 1.638 0.492 -1.659
H -2.312 -2.401 -2.771
H 0.742 -3.808 3.702
H -5.301 1.000 0.447
*
```